Record 1
ORCA calculation (the ωB97M-V functional and the def2-TZVPD basis) on a structure of composition C15H35AgClN2O4 in a non-equilibrium geometry.

Computed properties:
- orbital gap (alpha / beta) (eV) = 6.1 / 6.1
- lowest unoccupied orbital energy (alpha / beta) (eV) = -0.8871 / -0.8960
- HOMO level (alpha / beta) (eV) = -7.0092 / -7.0092
- maximum force (eV Å⁻¹) = 5.47
- energy relative to the best compared isomer or geometry (same formula, charge and spin) (kcal per mole) = 115.1
- spin multiplicity = 2

Positions of all 58 atoms, in Å:
1 Ag -2.41 20.96 -32.65
2 Cl -0.98 24.29 -32.22
3 O 0.79 18.55 -32.40
4 O -4.42 18.84 -34.35
5 O -2.69 20.25 -35.96
6 O -5.16 22.60 -32.64
7 N 1.77 17.95 -31.59
8 N -4.30 21.41 -30.14
9 C 3.35 20.18 -31.69
10 C -4.19 18.21 -35.64
11 C 2.97 17.02 -33.62
12 C 4.39 17.24 -30.77
13 C 2.38 16.76 -32.28
14 C -3.60 19.37 -36.63
15 C -5.74 22.91 -31.35
16 C 2.56 19.01 -30.88
17 C -5.71 21.65 -30.41
18 C 1.75 19.79 -29.82
19 C 1.25 15.66 -32.43
20 C 3.60 18.22 -30.00
21 C -6.52 21.82 -29.04
22 C 3.42 16.13 -31.30
23 C -5.38 23.51 -33.72
24 H -3.51 17.39 -35.39
25 H 3.78 19.66 -32.54
26 H 0.60 15.59 -31.55
27 H -6.18 22.63 -28.39
28 H 1.04 20.45 -30.31
29 H 0.52 15.89 -33.20
30 H -3.36 18.97 -37.61
31 H -6.35 20.88 -28.52
32 H 4.19 20.66 -31.17
33 H -4.41 20.08 -36.81
34 H 1.12 19.26 -29.10
35 H -4.32 20.61 -29.52
36 H 2.45 20.34 -29.20
37 H 1.63 14.68 -32.72
38 H 2.78 20.80 -32.38
39 H -5.20 24.54 -33.42
40 H 5.21 16.91 -30.13
41 H -6.06 20.75 -30.92
42 H -5.36 23.84 -30.93
43 H 4.31 18.91 -29.54
44 H -6.39 23.44 -34.12
45 H -6.74 23.16 -31.71
46 H -4.99 18.26 -33.84
47 H 2.94 15.67 -30.43
48 H -5.13 17.76 -35.96
49 H 3.71 16.26 -33.91
50 H 3.93 15.31 -31.82
51 H -2.16 20.75 -36.59
52 H 2.21 17.06 -34.40
53 H -4.75 23.36 -34.60
54 H -7.59 21.84 -29.25
55 H 3.46 17.99 -33.74
56 H 4.84 17.90 -31.51
57 H 3.11 17.70 -29.17
58 H -4.17 22.20 -29.53

=====

Record 2
ORCA calculation (the ωB97M-V functional and the def2-TZVPD basis) on a structure of composition C4H8O2.

Computed properties:
- orbital gap (eV) = 9.8
- lowest unoccupied orbital energy (eV) = 0.4743
- HOMO level (eV) = -9.3567
- maximum force (eV Å⁻¹) = 0.43
- energy relative to the best compared isomer or geometry (same formula, charge and spin) (kcal per mole) = 121.2
- spin multiplicity = 1

Positions of all 14 atoms, in Å:
1 O -0.99 0.70 -1.42
2 O -0.22 -0.77 1.38
3 C 1.53 0.49 0.31
4 C 0.74 -0.64 0.36
5 C -0.91 -0.37 -0.77
6 C -1.41 -0.47 0.67
7 H -1.82 0.50 0.99
8 H -2.17 -1.24 0.83
9 H 1.44 1.22 1.11
10 H 1.12 -1.58 -0.05
11 H 0.90 1.50 -0.71
12 H 0.15 1.48 -1.12
13 H -0.83 -1.31 -1.33
14 H 2.47 0.47 -0.23

=====

Record 3
ORCA calculation (the ωB97M-V functional and the def2-TZVPD basis) on an isolated molecule of C25H21N3 in a non-equilibrium geometry.

Computed properties:
- orbital gap (eV) = 7.8
- lowest unoccupied orbital energy (eV) = 0.3395
- SMILES = N=C(Nc1ccc2c3c(cccc13)CC2)Nc1ccc2c3c(cccc13)CC2
- HOMO level (eV) = -7.5022
- maximum force (eV Å⁻¹) = 4.56
- energy relative to the best compared isomer or geometry (same formula, charge and spin) (kcal per mole) = 3.3
- spin multiplicity = 1

Positions of all 49 atoms, in Å:
1 N -0.80 0.66 2.98
2 N -1.85 0.48 0.85
3 N -1.41 2.51 1.82
4 C 3.55 -1.19 2.30
5 C -1.91 0.92 -2.82
6 C 1.41 -0.19 2.68
7 C -1.39 1.22 1.90
8 C -1.51 0.50 -1.54
9 C 4.18 0.08 2.38
10 C -3.57 2.34 -1.86
11 C 0.04 -0.41 2.79
12 C 2.83 -3.46 1.87
13 C 3.39 1.21 2.59
14 C -2.17 0.99 -0.40
15 C -2.12 1.11 -5.15
16 C -3.08 2.12 -4.49
17 C -0.52 -1.70 2.73
18 C -1.35 0.50 -4.02
19 C 1.71 -2.55 2.29
20 C 0.33 -2.78 2.43
21 C 2.19 -1.27 2.43
22 C -2.93 1.84 -3.00
23 C 2.00 1.10 2.73
24 C 0.22 -0.88 -2.68
25 C 4.07 -2.58 2.07
26 C -0.43 -0.44 -1.49
27 C -3.13 1.96 -0.56
28 C -0.26 -0.40 -3.93
29 H 5.27 0.13 2.28
30 H 1.08 -1.54 -2.61
31 H 1.45 2.01 2.87
32 H -2.63 0.36 -5.71
33 H -2.79 3.14 -4.65
34 H -0.09 -3.75 2.32
35 H 0.28 -0.77 -4.78
36 H -1.60 -1.83 2.83
37 H 2.69 -3.72 0.82
38 H -1.42 1.61 -5.81
39 H -4.40 3.02 -1.97
40 H 4.68 -2.87 2.93
41 H -1.78 2.85 0.91
42 H 4.69 -2.67 1.18
43 H -0.38 1.42 3.53
44 H 2.78 -4.35 2.50
45 H -4.13 1.99 -4.81
46 H -0.03 -0.82 -0.54
47 H -1.38 -0.39 0.90
48 H 3.86 2.15 2.63
49 H -3.64 2.35 0.32

=====

Record 4
ORCA calculation (the ωB97M-V functional and the def2-TZVPD basis) on a cluster of 2 separate species, C33H29N2O2 in total in a non-equilibrium geometry.

Computed properties:
- orbital gap (eV) = 5.8
- lowest unoccupied orbital energy (eV) = -4.6567
- HOMO level (eV) = -10.4739
- maximum force (eV Å⁻¹) = 2.26
- charge = +1
- energy relative to the best compared isomer or geometry (same formula, charge and spin) (kcal per mole) = 0.0
- spin multiplicity = 1

Positions of all 66 atoms, in Å:
1 O -5.86 -2.16 11.56
2 O -7.42 -4.68 4.82
3 N -5.18 -0.07 10.91
4 N -9.43 -1.79 9.69
5 C -10.40 -2.84 9.76
6 C -6.06 -2.19 7.07
7 C -6.13 -1.05 11.10
8 C -7.91 0.50 10.05
9 C -8.40 -1.77 10.61
10 C -4.39 2.37 6.56
11 C -2.31 1.91 8.05
12 C -11.61 -4.47 11.09
13 C -5.33 0.19 6.80
14 C -8.80 0.40 8.98
15 C -7.52 -0.71 10.67
16 C -9.49 -0.78 8.75
17 C -1.57 0.91 8.70
18 C -6.54 2.08 5.45
19 C -7.01 -2.30 4.44
20 C -7.07 -3.45 5.27
21 C -11.95 -4.37 8.71
22 C -5.45 1.54 6.11
23 C -10.67 -3.44 11.00
24 C -11.04 -3.32 8.61
25 C -3.47 1.56 7.37
26 C -6.50 3.43 5.09
27 C -3.22 -0.77 8.04
28 C -12.26 -4.95 9.95
29 C -13.24 -6.08 10.08
30 C -3.93 0.22 7.40
31 C -7.56 -4.86 3.40
32 C -5.90 -1.09 6.22
33 C -5.44 4.25 5.50
34 C -6.42 -1.14 4.93
35 C -2.02 -0.43 8.67
36 C -6.65 -3.35 6.62
37 C -4.39 3.73 6.28
38 H -8.95 1.25 8.32
39 H -1.42 -1.21 9.14
40 H -14.03 -6.02 9.33
41 H -8.32 -2.67 11.22
42 H -13.71 -6.06 11.07
43 H -12.43 -4.76 7.81
44 H -3.59 -1.79 8.03
45 H -7.38 1.43 10.24
46 H -6.66 -4.52 2.86
47 H -6.37 -0.26 4.29
48 H -5.43 5.31 5.22
49 H -7.33 3.85 4.51
50 H -6.77 -4.22 7.27
51 H -10.78 -2.90 7.63
52 H -2.00 2.95 8.04
53 H -5.73 -2.14 8.12
54 H -12.76 -7.06 9.98
55 H -10.15 -0.94 7.90
56 H -5.95 0.31 7.67
57 H -10.16 -3.11 11.90
58 H -7.39 -2.32 3.42
59 H -7.69 -5.93 3.27
60 H -11.85 -4.90 12.06
61 H -8.43 -4.31 3.02
62 H -0.65 1.16 9.21
63 H -3.58 4.34 6.65
64 H -4.21 -0.36 10.88
65 H -7.42 1.47 5.25
66 H -5.39 0.73 10.33

=====

Record 5
ORCA calculation (the ωB97M-V functional and the def2-TZVPD basis) on a cluster of 2 separate species, C4H8O3 in total in a non-equilibrium geometry.

Computed properties:
- orbital gap (eV) = 9.5
- lowest unoccupied orbital energy (eV) = -0.4323
- HOMO level (eV) = -9.9218
- maximum force (eV Å⁻¹) = 8.44
- energy relative to the best compared isomer or geometry (same formula, charge and spin) (kcal per mole) = 137.5
- spin multiplicity = 1

Positions of all 15 atoms, in Å:
1 O 2.80 -0.47 0.82
2 O -0.41 -0.47 -1.18
3 O -1.59 0.33 0.57
4 C 0.79 0.39 0.60
5 C 2.03 0.38 -0.24
6 C -2.78 -0.14 -0.07
7 C -0.45 0.09 -0.11
8 H 1.91 0.16 -1.35
9 H 0.68 1.30 1.22
10 H 2.61 1.27 -0.25
11 H -2.89 0.35 -1.03
12 H -2.70 -1.21 -0.25
13 H -3.68 0.05 0.54
14 H 2.60 -1.35 -0.36
15 H 1.08 -0.69 1.10

=====

Record 6
ORCA calculation (the ωB97M-V functional and the def2-TZVPD basis) on an isolated molecule of C7H7I in a non-equilibrium geometry.

Computed properties:
- orbital gap (eV) = 9.0
- lowest unoccupied orbital energy (eV) = 0.1586
- HOMO level (eV) = -8.8728
- maximum force (eV Å⁻¹) = 3.81
- energy relative to the best compared isomer or geometry (same formula, charge and spin) (kcal per mole) = 66.7
- spin multiplicity = 1

Positions of all 15 atoms, in Å:
1 I 0.43 -1.29 -2.93
2 C -0.37 2.85 0.12
3 C 1.32 0.77 0.19
4 C -1.70 -1.28 -0.65
5 C -0.21 -1.00 -0.97
6 C 1.17 2.24 0.28
7 C 0.24 0.29 -0.45
8 C -0.32 1.61 -0.21
9 H 2.12 0.19 0.68
10 H 1.78 2.72 -0.44
11 H -1.82 -1.32 0.46
12 H -2.07 -2.26 -1.02
13 H 1.54 2.61 1.18
14 H 0.51 -1.85 -0.49
15 H -2.28 -0.38 -1.12